Version one
# C32H104N8O16

A cluster of 16 separate species, C32H104N8O16 in total (the ωB97M-V functional and the def2-TZVPD basis, OMol25).

Structure (XYZ):
```
160
Properties=species:S:1:pos:R:3:mulliken_charge:R:1
C 6.009 -1.921 -4.679 -1.5143
C 6.862 -1.324 -3.592 0.6090
C 7.830 -0.247 -4.060 -0.8085
O 8.518 0.270 -2.970 -0.3376
C 9.381 1.352 -3.255 -0.7826
N 5.942 -0.747 -2.575 -0.3192
H 6.471 -2.466 -5.508 0.4034
H 5.461 -1.140 -5.220 0.2822
H 5.250 -2.624 -4.329 0.3531
H 7.347 -2.119 -3.021 0.2902
H 7.293 0.556 -4.597 0.3321
H 8.511 -0.635 -4.840 0.4229
H 10.271 1.198 -2.636 0.2540
H 8.998 2.289 -2.844 0.2706
H 9.699 1.420 -4.294 0.3442
H 6.502 -0.190 -1.943 0.2207
H 5.166 -0.258 -3.018 0.0987
C -1.215 -3.316 5.147 -1.3459
C -1.323 -2.999 3.673 0.5967
C -2.651 -2.481 3.219 -0.2182
O -3.729 -3.357 3.508 -0.4389
C -4.969 -2.969 2.973 -0.7124
N -0.254 -2.061 3.276 -0.4816
H -2.050 -3.973 5.403 0.4286
H -1.259 -2.460 5.827 0.1223
H -0.294 -3.849 5.384 0.3701
H -1.166 -3.963 3.170 0.2301
H -2.726 -2.244 2.148 0.5030
H -2.849 -1.504 3.693 -0.2145
H -5.267 -3.580 2.117 0.2815
H -5.010 -1.939 2.599 0.2694
H -5.698 -3.039 3.781 0.2746
H -0.202 -1.445 4.082 -0.0629
H -0.480 -1.516 2.448 0.2174
C -6.732 -2.174 -6.392 -1.4043
C -5.272 -2.496 -6.639 0.4719
C -4.506 -2.897 -5.388 -0.0107
O -4.687 -2.053 -4.283 -0.3808
C -3.426 -1.425 -3.972 -0.2846
N -5.184 -3.446 -7.759 -0.6769
H -7.219 -1.709 -7.255 0.3646
H -6.935 -1.399 -5.652 0.3279
H -7.303 -3.093 -6.218 0.3377
H -4.876 -1.551 -7.040 0.1926
H -3.488 -3.268 -5.549 -0.1044
H -4.959 -3.878 -5.132 0.1891
H -3.558 -0.997 -2.983 0.1186
H -3.170 -0.678 -4.727 0.2976
H -2.667 -2.205 -4.015 0.0907
H -4.209 -3.691 -7.885 0.2521
H -5.764 -4.239 -7.502 0.2820
C 2.123 -5.541 -2.606 -1.3380
C 1.657 -5.225 -4.005 0.2771
C 1.225 -3.752 -4.108 -0.1898
O 0.790 -3.318 -5.377 -0.3937
C -0.515 -3.742 -5.711 -0.7002
N 2.559 -5.662 -5.043 -0.6766
H 2.700 -4.731 -2.136 0.1123
H 2.752 -6.427 -2.571 0.4122
H 1.289 -5.608 -1.903 0.3342
H 0.728 -5.812 -4.082 0.3306
H 2.194 -3.274 -3.898 0.0434
H 0.581 -3.356 -3.316 0.2997
H -0.834 -3.111 -6.543 0.3651
H -1.230 -3.478 -4.926 0.1522
H -0.541 -4.800 -5.973 0.3213
H 3.291 -4.957 -5.138 0.2335
H 2.127 -5.670 -5.960 0.3008
C -4.310 1.618 4.461 -1.1120
C -3.021 1.956 5.234 1.7275
C -2.867 3.414 5.701 -0.7197
O -4.061 3.976 6.173 -0.4207
C -3.955 5.312 6.544 -0.6703
N -2.981 1.006 6.369 -0.7870
H -4.227 0.569 4.186 0.0822
H -4.438 2.309 3.634 0.2362
H -5.185 1.651 5.109 0.3705
H -2.146 1.793 4.595 -0.6130
H -2.573 3.952 4.788 0.2504
H -2.124 3.503 6.501 0.4701
H -3.762 5.927 5.652 0.2418
H -3.169 5.388 7.313 0.2827
H -4.839 5.737 7.021 0.2723
H -2.860 0.069 5.988 0.3103
H -2.100 1.125 6.869 0.2310
C -0.316 0.141 -1.833 -1.6961
C 0.849 -0.310 -0.956 2.7916
C 0.299 -1.001 0.300 -1.4845
O -0.464 -0.082 1.100 0.0334
C 0.317 0.960 1.646 0.8500
N 1.670 -1.279 -1.721 0.0270
H -1.050 0.757 -1.311 -0.3658
H -0.852 -0.745 -2.178 0.5032
H 0.064 0.730 -2.672 0.4967
H 1.543 0.508 -0.739 -1.0624
H 1.107 -1.481 0.857 0.4106
H -0.442 -1.756 0.038 0.6241
H -0.298 1.469 2.391 -0.0735
H 0.538 1.701 0.868 -0.6671
H 1.269 0.617 2.061 0.4276
H 2.649 -1.155 -1.508 -0.0248
H 1.455 -1.107 -2.689 0.1002
C -1.017 5.867 0.996 -1.6559
C -1.531 4.575 0.398 1.6195
C -2.888 4.206 1.039 -0.8589
O -3.566 3.176 0.314 -0.2933
C -4.906 3.490 -0.016 -1.0425
N -1.720 4.592 -1.065 -0.6724
H -0.027 6.108 0.610 0.4368
H -1.009 5.691 2.074 0.3396
H -1.632 6.738 0.759 0.4125
H -0.827 3.776 0.639 -0.7903
H -3.551 5.074 1.113 0.4860
H -2.800 3.841 2.068 0.0860
H -5.524 3.812 0.825 0.3155
H -5.375 2.626 -0.486 0.3416
H -4.946 4.245 -0.812 0.3607
H -2.407 3.857 -1.226 0.2276
H -2.229 5.432 -1.338 0.2659
C 0.437 2.817 5.262 -0.9503
C 1.715 2.020 5.342 1.0407
C 1.615 0.532 4.951 0.2167
O 0.575 -0.116 5.643 0.0475
C 0.738 -0.288 7.052 -1.1374
N 2.723 2.709 4.455 -0.6858
H 0.529 3.818 5.687 0.5957
H -0.263 2.229 5.860 -0.3648
H 0.037 2.984 4.259 0.1320
H 2.077 2.201 6.364 0.3487
H 2.602 0.063 4.963 0.5267
H 1.204 0.613 3.940 -1.2203
H 0.050 0.421 7.529 0.3501
H 1.708 -0.025 7.472 0.3995
H 0.379 -1.274 7.337 0.3276
H 2.593 3.681 4.722 0.2835
H 3.669 2.505 4.778 0.2119
O 4.612 -2.732 -0.916 -0.6258
H 4.628 -2.287 -0.052 0.2152
H 5.192 -2.188 -1.493 0.3263
O 3.353 0.147 -3.684 -0.6512
H 2.790 -0.064 -4.439 0.2574
H 2.889 0.859 -3.219 0.2630
O 4.290 -0.356 0.750 -0.7003
H 3.490 0.175 0.851 0.3539
H 4.892 0.205 0.247 0.2891
O -3.875 0.470 -0.129 -0.6285
H -3.121 0.213 -0.670 0.2961
H -3.734 1.422 0.061 0.6147
O 2.641 1.711 -0.197 -0.8023
H 3.003 1.282 0.613 0.2508
H 2.245 2.529 0.121 0.3459
O 0.171 3.998 -3.077 -0.7502
H 0.397 3.080 -2.894 0.2843
H -0.430 4.254 -2.340 0.5138
O 3.426 0.801 2.303 -0.7810
H 3.037 1.134 3.139 -0.0863
H 3.772 -0.075 2.513 0.3248
O 2.701 2.741 -2.115 -0.3673
H 2.838 3.520 -2.670 0.1984
H 3.328 2.844 -1.386 0.2303
```

Output
- net charge = 0
- LUMO energy (eV) = -0.05
- orbital gap (eV) = 8.2235
- HOMO energy (eV) = -8.271

=====

Version two
# C32H104N8O16

A cluster of 16 separate species, C32H104N8O16 in total (the ωB97M-V functional and the def2-TZVPD basis, OMol25).

Structure (XYZ):
```
160
Properties=species:S:1:pos:R:3:mulliken_charge:R:1
O 0.902 -1.946 -3.206 -0.5076
H 0.894 -2.681 -2.517 0.4246
H -0.037 -1.623 -3.233 0.2592
O -3.624 -0.363 2.650 -0.6325
H -3.046 0.459 2.863 0.3644
H -4.001 -0.657 3.492 0.2716
O 2.888 2.408 3.556 -0.5833
H 2.032 2.194 3.113 0.1367
H 2.730 3.252 4.019 0.2429
O 5.284 1.986 1.946 -0.6549
H 5.003 1.513 1.146 0.3103
H 4.504 1.953 2.568 0.3399
O -0.523 5.390 2.356 -0.7153
H -1.274 5.932 2.085 0.3046
H -0.200 4.947 1.500 0.3133
O -3.149 -1.227 -0.052 -0.7465
H -3.335 -0.907 0.871 0.1609
H -2.303 -0.731 -0.299 0.2154
O -2.480 3.345 -1.681 -0.7330
H -3.390 3.350 -1.111 0.3253
H -2.759 3.382 -2.614 0.2693
O -1.859 1.820 2.971 -0.6239
H -1.751 2.560 3.593 0.2445
H -0.925 1.616 2.630 0.1603
C 3.413 1.359 -4.184 -1.1239
C 4.006 -0.078 -4.168 0.8157
C 5.447 -0.096 -4.516 -0.7079
O 5.543 0.353 -5.814 -0.3125
C 6.867 0.421 -6.196 -0.7586
N 3.785 -0.689 -2.878 -0.6719
H 3.591 1.870 -3.225 0.2733
H 2.315 1.298 -4.260 -0.0334
H 3.789 1.975 -4.993 0.4470
H 3.466 -0.628 -4.962 0.2107
H 5.836 -1.125 -4.423 0.3872
H 6.006 0.584 -3.851 0.3496
H 7.380 1.259 -5.690 0.3020
H 6.909 0.606 -7.269 0.2558
H 7.408 -0.515 -5.996 0.3057
H 2.777 -0.879 -2.798 0.0655
H 4.210 -1.625 -2.881 0.3154
C -2.034 0.063 -5.090 -1.7352
C -2.755 -0.272 -3.761 1.8169
C -4.225 -0.453 -3.942 -0.8226
O -4.797 0.699 -4.490 -0.3664
C -6.148 0.790 -4.207 -0.5542
N -2.128 -1.431 -3.080 -0.1425
H -2.442 0.993 -5.505 0.3833
H -2.201 -0.699 -5.866 0.3747
H -0.969 0.195 -4.921 0.3092
H -2.529 0.618 -3.144 -1.0241
H -4.735 -0.701 -3.000 0.3892
H -4.412 -1.313 -4.624 0.5394
H -6.517 1.685 -4.721 0.2585
H -6.321 0.948 -3.129 0.0789
H -6.719 -0.081 -4.544 0.3119
H -2.292 -1.423 -2.077 -0.0561
H -2.522 -2.321 -3.404 0.2406
C 3.993 -1.154 4.392 -0.9807
C 3.381 -0.610 5.704 0.7784
C 3.724 -1.450 6.882 -0.9359
O 3.530 -2.868 6.596 -0.1343
C 4.120 -3.633 7.562 -0.8445
N 3.856 0.748 6.020 -0.7678
H 5.070 -0.922 4.362 0.3365
H 3.529 -0.641 3.551 0.0082
H 3.957 -2.240 4.265 0.3264
H 2.293 -0.524 5.582 -0.0101
H 3.108 -1.171 7.761 0.3749
H 4.789 -1.252 7.141 0.3929
H 3.582 -3.584 8.526 0.3100
H 5.161 -3.308 7.736 0.3228
H 4.149 -4.673 7.243 0.2479
H 3.734 1.343 5.191 0.3138
H 4.871 0.657 6.151 0.3594
C 0.729 1.213 -1.893 -1.5537
C 0.335 0.760 -0.547 1.9232
C 1.097 1.502 0.512 -0.9105
O 0.698 1.123 1.842 0.6207
C 0.682 -0.257 2.197 -0.6503
N -1.183 0.907 -0.340 1.5812
H 0.639 2.304 -1.961 0.1507
H 0.145 0.725 -2.666 0.2029
H 1.783 1.000 -2.103 0.0179
H 0.585 -0.304 -0.399 -0.6549
H 0.979 2.584 0.507 -0.1193
H 2.174 1.264 0.427 0.2921
H 0.027 -0.836 1.535 0.1538
H 0.366 -0.328 3.227 0.2032
H 1.685 -0.698 2.093 0.0677
H -1.347 1.212 0.618 -0.2627
H -1.506 1.631 -0.992 -0.4804
C 1.856 -7.003 -3.730 -1.6019
C 1.163 -5.701 -3.466 0.5342
C 1.378 -5.400 -1.984 -0.9033
O 0.622 -4.281 -1.591 -0.3438
C 0.768 -3.981 -0.253 -0.6016
N 1.711 -4.632 -4.346 -0.6768
H 2.915 -6.977 -3.480 0.3143
H 1.743 -7.301 -4.773 0.4049
H 1.387 -7.811 -3.146 0.3821
H 0.077 -5.769 -3.586 0.3181
H 2.472 -5.227 -1.794 0.3135
H 1.147 -6.269 -1.328 0.4400
H 0.660 -4.877 0.356 0.5428
H -0.021 -3.279 -0.006 -0.1008
H 1.750 -3.517 -0.080 0.2869
H 1.122 -3.802 -4.389 0.3274
H 2.602 -4.286 -3.978 0.2373
C -5.055 1.208 -0.608 -0.8457
C -5.841 2.436 -0.210 0.3701
C -6.681 2.158 1.021 -0.6323
O -7.615 1.090 0.779 -0.2642
C -8.618 0.955 1.776 -0.7442
N -4.779 3.483 0.055 -0.6513
H -4.445 1.351 -1.488 -0.0554
H -5.707 0.344 -0.697 0.5537
H -4.416 0.975 0.250 0.0458
H -6.446 2.789 -1.054 0.4389
H -7.155 3.100 1.383 0.4002
H -5.990 1.860 1.857 0.1831
H -9.229 1.866 1.852 0.3043
H -8.162 0.773 2.768 0.2853
H -9.234 0.101 1.517 0.2406
H -4.300 3.160 0.928 0.1641
H -5.125 4.410 0.338 0.2727
C 0.633 6.109 -2.671 -1.6101
C 1.029 5.773 -1.260 0.4730
C 1.320 6.952 -0.450 -0.7081
O 2.531 7.460 -0.907 -0.3223
C 2.844 8.643 -0.295 -0.7513
N -0.042 4.985 -0.574 0.0211
H 1.418 6.623 -3.231 0.3888
H -0.216 6.802 -2.618 0.3493
H 0.378 5.197 -3.201 0.3921
H 1.915 5.128 -1.297 0.1744
H 1.327 6.673 0.612 0.4579
H 0.553 7.736 -0.620 0.3517
H 3.773 8.976 -0.748 0.2559
H 2.984 8.542 0.787 0.2878
H 2.047 9.382 -0.476 0.3218
H -0.547 4.346 -1.197 -0.2814
H -0.785 5.709 -0.449 0.3371
C -3.134 -5.353 2.939 -1.6941
C -1.626 -5.145 2.867 0.8598
C -1.147 -4.501 4.132 -0.6072
O 0.275 -4.418 4.023 -0.2750
C 0.838 -3.680 5.004 -0.6793
N -0.982 -6.501 2.682 -0.6997
H -3.446 -5.955 3.806 0.3993
H -3.508 -5.796 2.023 0.4111
H -3.646 -4.389 3.074 0.3416
H -1.450 -4.508 1.996 -0.0091
H -1.421 -5.143 4.987 0.2345
H -1.555 -3.477 4.255 0.3265
H 0.521 -2.625 4.992 0.2141
H 1.915 -3.669 4.830 0.2198
H 0.707 -4.110 6.006 0.3321
H -1.386 -7.137 3.382 0.3022
H 0.008 -6.450 2.946 0.2999
```

Output
- net charge = 0
- LUMO energy (eV) = 0.04
- orbital gap (eV) = 8.8915
- HOMO energy (eV) = -8.852

=====

version two (0.1787 hartree below the next structure)

=====

Version one
# CH2N4S

An isolated molecule of CH2N4S (the ωB97M-V functional and the def2-TZVPD basis, OMol25).

Structure (XYZ):
```
8
Properties=species:S:1:pos:R:3:mulliken_charge:R:1
S 1.896 0.069 -0.013 -0.0980
N 0.200 0.042 0.008 0.3460
C -0.676 1.075 0.014 0.0204
N -1.892 0.596 0.002 -0.3137
N -1.768 -0.748 -0.022 -0.3519
N -0.508 -1.098 0.009 -0.1806
H 1.870 -1.212 0.130 0.1925
H -0.369 2.119 0.011 0.3854
```

Output
- net charge = 0
- LUMO energy (eV) = 0.21
- orbital gap (eV) = 10.2307
- HOMO energy (eV) = -10.020
- SMILES string = Sn1cnnn1

=====

Version two
# CH2N4S

An isolated molecule of CH2N4S (the ωB97M-V functional and the def2-TZVPD basis, OMol25).

Structure (XYZ):
```
8
Properties=species:S:1:pos:R:3:mulliken_charge:R:1
S 2.047 -0.034 -0.118 -0.2613
C 0.282 0.163 0.134 0.4009
N -0.627 1.226 -0.042 -0.2452
N -1.817 0.695 -0.117 -0.1452
N -1.756 -0.664 -0.109 -0.4325
N -0.527 -0.916 -0.063 0.2191
H 2.557 1.327 0.080 0.2012
H -0.159 -1.797 0.234 0.2629
```

Output
- net charge = 0
- LUMO energy (eV) = 0.23
- orbital gap (eV) = 9.7506
- HOMO energy (eV) = -9.524
- SMILES string = Sc1nnn[nH]1

=====

version one (0.0090 hartree below the next structure)

=====

Version one
# FH2PS

An isolated molecule of FH2PS (the ωB97M-V functional and the def2-TZVPD basis, OMol25).

Structure (XYZ):
```
5
Properties=species:S:1:pos:R:3:mulliken_charge:R:1
F 1.584 0.764 -0.405 -0.2538
P 0.258 0.664 0.553 0.3063
S -0.783 -0.911 -0.380 -0.2575
H 0.766 -0.276 1.303 0.0352
H -1.825 -0.241 -1.071 0.1697
```

Output
- net charge = 0
- LUMO energy (eV) = 0.65
- orbital gap (eV) = 10.7592
- HOMO energy (eV) = -10.109
- SMILES string = FPS

=====

Version two
# FH2PS

A cluster of 2 separate species, FH2PS in total (the ωB97M-V functional and the def2-TZVPD basis, OMol25).

Structure (XYZ):
```
5
Properties=species:S:1:pos:R:3:mulliken_charge:R:1
F 0.555 -0.980 1.434 -0.1964
P -0.700 -0.051 1.018 0.3475
S 0.218 0.752 -1.644 -0.3624
H -1.344 -1.101 0.329 0.0865
H 1.272 1.380 -1.136 0.1248
```

Output
- net charge = 0
- LUMO energy (eV) = -1.78
- orbital gap (eV) = 7.4093
- HOMO energy (eV) = -9.186

=====

version one (0.0646 hartree below the next structure)